i) {"formula": "C3H9S2", "method": "the ωB97M-V functional and the def2-TZVPD basis", "species": ["S", "S", "C", "C", "C", "H", "H", "H", "H", "H", "H", "H", "H", "H"], "positions_angstrom": [[1.380, 0.958, -1.185], [1.514, -2.012, 0.885], [-1.326, 0.402, -1.668], [-0.416, 1.358, -0.973], [0.892, -1.058, 2.407], [0.553, -0.024, 1.964], [-1.318, 0.654, -2.788], [0.038, -1.667, 2.857], [1.801, -0.998, 3.079], [-0.566, 1.451, 0.108], [-1.035, -0.648, -1.580], [-2.374, 0.314, -1.362], [-0.752, 2.345, -1.473], [1.607, -1.075, -0.271]], "gap_ev": 6.4540, "total_charge": -1, "e_lumo_ev": 3.630, "homo_energy_ev": -2.824}

ii) {"formula": "C3H9S2", "method": "the ωB97M-V functional and the def2-TZVPD basis", "species": ["S", "S", "C", "C", "C", "H", "H", "H", "H", "H", "H", "H", "H", "H"], "positions_angstrom": [[1.354, -1.467, -0.154], [1.132, 0.722, 2.484], [0.672, 2.061, 1.314], [-0.393, -1.752, -0.639], [-0.946, -0.613, -1.461], [-0.243, 2.519, 1.673], [-0.878, 0.332, -0.899], [0.986, -0.601, 0.923], [-0.438, -2.716, -1.169], [-0.309, -0.440, -2.310], [-0.967, -1.868, 0.280], [1.490, 2.786, 1.373], [0.541, 1.800, 0.267], [-2.001, -0.764, -1.683]], "gap_ev": 6.3505, "total_charge": -1, "e_lumo_ev": 3.637, "homo_energy_ev": -2.713}

iii) {"formula": "C3H9S2", "method": "the ωB97M-V functional and the def2-TZVPD basis", "species": ["S", "S", "C", "C", "C", "H", "H", "H", "H", "H", "H", "H", "H", "H"], "positions_angstrom": [[0.984, -2.749, 1.667], [-0.148, 0.088, -0.682], [0.507, 1.709, -1.143], [-0.078, 2.961, -0.529], [-0.627, -3.416, 1.061], [0.893, -1.486, 1.096], [-0.966, -4.189, 1.747], [0.470, 3.301, 0.364], [-0.001, 3.880, -1.131], [0.365, 1.763, -2.224], [-1.138, 2.817, -0.312], [-0.431, -3.772, 0.057], [-1.426, -2.679, 0.993], [1.594, 1.772, -0.965]], "gap_ev": 6.0982, "total_charge": -1, "e_lumo_ev": 3.556, "homo_energy_ev": -2.542}

Quick ranking, most stable first: ii), iii), i).